Formula: C2H7N3O3
Source: the OMol25 dataset
Level of theory: wB97M-V/def2-TZVPD

Geometry as XYZ:
```
15
Properties=species:S:1:pos:R:3:mulliken_charge:R:1
C -0.559 2.338 1.162 -0.4219
C 0.067 -0.661 -0.191 0.2091
H -1.200 2.912 0.317 0.2031
H 0.294 2.950 1.665 0.2321
H -1.285 1.697 2.162 0.2024
H 1.924 -0.238 0.834 0.3688
H 2.524 -2.403 -0.392 0.3832
H -0.154 -1.851 -1.347 0.3536
H -2.797 -1.832 -1.952 0.3123
N -0.491 0.444 0.150 -0.3748
N 1.417 -1.096 0.184 -0.2628
N -0.853 -1.454 -0.769 -0.0936
O 0.371 1.322 0.783 -0.2099
O 2.252 -1.583 -0.917 -0.4075
O -1.512 -0.545 -1.687 -0.4943
```

Calculated values
HOMO ... -8.6 eV
Frontier orbital gap ... 6.65 eV
Charge ... 0
ΔE to the lowest compared entry with this formula, charge and spin ... 325.9 kcal per mole

=====

Formula: C27H32BN9O2PTi
Source: the OMol25 dataset
Level of theory: wB97M-V/def2-TZVPD

Geometry as XYZ:
```
73
Properties=species:S:1:pos:R:3:lowdin_spin:R:1
Ti -0.291 -0.282 -0.502 0.8822
C 0.245 -3.459 -3.437 0.0016
C 0.346 -2.951 -2.152 0.0023
N -0.018 -1.658 -2.115 -0.0053
N -0.377 -1.336 -3.387 0.0006
C -0.222 -2.392 -4.189 0.0028
B -0.888 0.100 -3.711 0.0004
N -2.154 0.331 -2.843 0.0017
C -3.413 0.614 -3.188 0.0022
C -4.170 0.746 -2.032 0.0016
C -3.271 0.520 -1.002 0.0057
N -2.044 0.271 -1.488 0.0031
N 0.210 1.078 -3.227 0.0017
C 0.889 2.017 -3.899 0.0082
C 1.854 2.547 -3.061 0.0026
C 1.691 1.848 -1.871 0.0059
N 0.699 0.958 -1.970 -0.0032
H 0.481 -4.456 -3.778 0.0000
H 0.661 -3.460 -1.254 0.0003
H -0.456 -2.321 -5.243 0.0001
H -1.126 0.228 -4.878 0.0000
H -3.693 0.712 -4.228 0.0002
H -5.221 0.980 -1.956 0.0000
H -3.440 0.532 0.062 0.0007
H 0.649 2.241 -4.930 0.0004
H 2.574 3.319 -3.288 0.0000
H 2.245 1.956 -0.949 0.0002
O 1.391 3.677 6.559 0.0000
C 1.407 3.848 5.227 -0.0002
O 1.759 4.880 4.741 -0.0004
C 0.954 2.699 4.359 -0.0017
C -0.067 1.824 4.700 0.0004
C -0.477 0.842 3.804 -0.0017
C 0.155 0.708 2.578 -0.0002
C 1.139 1.614 2.225 -0.0014
C 1.538 2.601 3.103 0.0004
N -0.297 -0.310 1.632 -0.0048
C -0.769 -1.363 2.158 0.0445
C -1.523 -2.296 1.326 0.0096
C -2.232 -3.346 1.857 0.0040
C -3.076 -4.064 1.020 0.0153
C -3.158 -3.695 -0.306 0.0006
C -2.376 -2.648 -0.765 0.0171
N -1.562 -1.957 0.035 0.0008
H 1.152 2.776 6.805 0.0000
H -0.599 1.931 5.640 0.0000
H -1.337 0.228 4.052 0.0002
H 1.571 1.573 1.242 0.0000
H 2.292 3.328 2.821 0.0000
H -0.668 -1.548 3.223 0.0012
H -2.137 -3.581 2.911 -0.0002
H -3.666 -4.888 1.403 0.0007
H -3.821 -4.206 -0.993 -0.0003
H -2.400 -2.353 -1.803 0.0007
C 3.693 -0.184 0.824 -0.0021
P 2.329 -1.068 -0.024 -0.0047
C 3.222 -1.511 -1.547 -0.0014
C 2.312 -2.596 0.987 0.0029
H 4.571 -0.830 0.788 -0.0004
H 3.457 0.025 1.862 0.0000
H 3.938 0.752 0.318 0.0000
H 4.131 -2.051 -1.281 -0.0004
H 3.499 -0.589 -2.061 0.0000
H 2.630 -2.114 -2.230 0.0000
H 3.218 -3.173 0.809 0.0001
H 1.448 -3.228 0.787 0.0001
H 2.287 -2.314 2.041 0.0001
C -0.997 4.467 0.732 0.0006
C -0.854 3.044 0.387 0.0037
N -0.744 1.939 0.117 0.0002
H -0.134 5.021 0.364 0.0002
H -1.057 4.581 1.813 0.0001
H -1.899 4.874 0.277 0.0000
```

Calculated values
HOMO (alpha / beta) ... -13.9 / -14.6 eV
2S+1 ... 2
Frontier orbital gap (alpha / beta) ... 7.25 / 7.71 eV
Charge ... +2
Expectation value of S² ... 0.756
ΔE to the lowest compared entry with this formula, charge and spin ... 13.6 kcal per mole

=====

Formula: C31H39F3IN4O
Source: the OMol25 dataset
Level of theory: wB97M-V/def2-TZVPD

Geometry as XYZ:
```
79
Properties=species:S:1:pos:R:3:mulliken_charge:R:1
C 0.065 -3.044 -1.601 -1.1097
C 1.199 -2.022 -1.841 -0.7934
C 2.249 -1.920 -0.700 -0.0256
F 1.985 -2.805 0.345 -0.4316
C 2.394 -0.472 -0.093 0.4390
C 3.904 -0.270 0.249 -1.3251
C 4.090 -0.720 1.696 -0.7893
N 3.384 0.268 2.528 -0.4056
C 2.057 0.409 2.117 0.4610
N 1.343 1.344 2.685 0.2383
C 1.804 2.256 3.746 -0.8735
C 0.629 2.653 4.666 -0.2867
C 1.267 3.278 5.926 -1.3185
I -0.400 0.878 5.372 0.0961
N 1.604 -0.439 1.149 0.5183
C 0.157 -0.445 0.991 -2.1039
C -0.418 0.642 0.048 0.2209
C -1.634 1.345 0.635 -0.2183
O -1.607 1.855 1.738 -0.4851
N -2.835 1.454 -0.161 -0.3409
C -2.603 2.435 -1.194 0.5487
C -2.013 3.655 -0.926 -0.4158
C -1.773 4.560 -1.932 -0.5203
C -2.110 4.295 -3.239 -0.5774
C -2.731 3.085 -3.502 -0.5242
C -2.968 2.183 -2.502 -0.3389
H -0.800 -2.522 -1.173 0.2533
H -0.286 -3.437 -2.564 0.4011
H 0.368 -3.910 -1.012 0.2712
H 0.800 -1.026 -2.059 0.2547
H 1.732 -2.339 -2.745 0.4957
H 3.203 -2.259 -1.114 0.5355
H 2.146 0.301 -0.829 0.4950
H 4.563 -0.782 -0.453 0.6051
H 4.096 0.807 0.144 0.3308
H 3.776 -1.756 1.860 0.4543
H 5.160 -0.641 1.913 0.4100
H 3.363 -0.044 3.498 0.3451
H 0.377 1.488 2.381 -0.1345
H 2.557 1.809 4.391 0.4171
H 2.159 3.155 3.226 0.2625
H -0.058 3.354 4.188 0.5044
H 0.511 3.512 6.678 0.4130
H 1.947 2.551 6.389 0.4331
H 1.886 4.147 5.667 0.3631
H -0.183 -1.421 0.632 0.3536
H -0.323 -0.312 1.969 0.7777
H -0.681 0.237 -0.937 0.4337
H 0.335 1.415 -0.169 0.3359
H -2.988 0.588 -0.676 0.4123
H -1.712 3.907 0.090 0.4918
H -1.312 5.518 -1.700 0.3700
H -1.905 4.990 -4.046 0.4110
H -3.025 2.888 -4.528 0.3650
H -3.449 1.245 -2.789 0.3112
F 6.102 -3.173 1.192 -0.2670
C 5.770 -4.464 0.950 0.4761
C 6.759 -5.375 0.643 -0.5364
C 6.402 -6.694 0.400 -0.4224
C 5.068 -7.078 0.457 -0.5063
C 4.087 -6.144 0.763 -0.6052
C 4.441 -4.827 1.018 -0.0242
H 7.791 -5.055 0.596 0.4288
H 7.166 -7.423 0.165 0.3766
H 4.794 -8.107 0.262 0.3797
H 3.047 -6.441 0.803 0.3762
H 3.696 -4.084 1.266 0.3112
F -5.606 3.175 -4.147 -0.2884
C -6.739 2.542 -3.779 0.3941
C -7.201 1.489 -4.543 -0.4688
C -8.364 0.837 -4.159 -0.3595
C -9.052 1.252 -3.027 -0.5147
C -8.575 2.316 -2.274 -0.3506
C -7.407 2.965 -2.647 -0.3554
H -6.654 1.186 -5.427 0.4149
H -8.734 0.005 -4.744 0.3663
H -9.962 0.744 -2.732 0.3749
H -9.114 2.642 -1.394 0.3628
H -7.014 3.791 -2.069 0.4259
```

Calculated values
HOMO ... -10.8 eV
Frontier orbital gap ... 8.46 eV
Charge ... +1

=====

Formula: C20H34N9SSe2Tc
Source: the OMol25 dataset
Level of theory: wB97M-V/def2-TZVPD

Geometry as XYZ:
```
67
Properties=species:S:1:pos:R:3:lowdin_spin:R:1
Tc -0.025 -0.754 -0.300 1.6597
C 3.714 0.982 -1.666 0.0109
C 2.313 0.521 -1.494 0.0682
N 1.936 -0.200 -0.477 -0.0126
N 2.861 -0.654 0.397 0.0112
C 2.661 -1.861 0.822 0.0247
N 3.451 -2.440 1.715 0.0149
S 1.305 -2.835 0.160 0.3346
C 1.255 0.734 -2.480 0.0085
C 1.374 1.561 -3.587 0.0129
C 0.317 1.661 -4.481 0.0202
C -0.845 0.947 -4.224 0.0052
C -0.904 0.152 -3.094 0.0209
N 0.125 0.017 -2.247 -0.0003
H 4.396 0.265 -1.216 0.0018
H 3.859 1.932 -1.144 0.0046
H 3.969 1.131 -2.712 0.0011
H 4.229 -1.939 2.119 0.0002
H 3.277 -3.383 2.019 -0.0001
H 2.282 2.128 -3.737 0.0004
H 0.396 2.290 -5.358 0.0007
H -1.697 1.008 -4.887 -0.0002
H -1.816 -0.376 -2.841 0.0005
C -2.072 -4.327 -0.329 0.0076
Se -1.793 -2.698 -1.337 0.0602
C -0.819 -3.439 -2.880 0.0038
C 0.397 -4.282 -2.567 0.0272
Se 2.031 -3.239 -2.240 0.5145
C 3.131 -4.706 -1.640 0.0302
H -2.592 -5.037 -0.970 0.0018
H -2.713 -4.079 0.514 0.0000
H -1.137 -4.744 0.036 0.0009
H -0.563 -2.588 -3.510 0.0005
H -1.556 -4.039 -3.413 -0.0001
H 0.641 -4.911 -3.426 0.0103
H 0.257 -4.931 -1.703 0.0024
H 3.317 -5.366 -2.486 0.0092
H 2.620 -5.244 -0.845 0.0024
H 4.075 -4.302 -1.282 0.0000
C -3.056 3.958 2.977 0.0001
C -2.066 4.718 2.098 0.0004
C -0.620 4.518 2.547 0.0001
C -2.251 4.366 0.606 0.0005
N -1.941 2.966 0.324 0.0061
C -0.760 2.401 0.072 0.0114
N -0.972 1.103 -0.054 0.0141
N -2.298 0.899 0.132 0.0187
N -2.876 2.008 0.354 0.0057
H -2.893 4.204 4.025 0.0000
H -2.952 2.876 2.863 0.0001
H -4.083 4.223 2.725 0.0000
H -2.294 5.784 2.163 0.0001
H -0.348 3.457 2.583 0.0001
H -0.482 4.922 3.548 0.0001
H 0.076 5.038 1.884 0.0000
H -1.596 4.978 -0.012 0.0001
H -3.287 4.522 0.315 0.0000
H 0.176 2.926 -0.024 0.0004
C -0.587 0.407 4.890 0.0021
C -1.107 -0.853 4.172 0.0081
C -0.716 -0.910 2.788 0.0482
N -0.386 -0.951 1.689 0.0208
H -0.850 0.335 5.942 0.0001
H -1.048 1.307 4.487 0.0000
H 0.496 0.487 4.807 0.0000
H -2.199 -0.892 4.222 0.0019
H -0.735 -1.755 4.666 0.0022
```

Calculated values
HOMO (alpha / beta) ... -15.9 / -17.2 eV
2S+1 ... 4
Frontier orbital gap (alpha / beta) ... 6.81 / 6.75 eV
Charge ... +3
Expectation value of S² ... 3.774
ΔE to the lowest compared entry with this formula, charge and spin ... 19.2 kcal per mole

=====

Number 1: calculated total energy -469.9198 Eh, molar mass 121.096 g/mol. Number 2: calculated total energy -2906.7548 Eh, molar mass 604.267 g/mol. Number 3: calculated total energy -2095.9945 Eh, molar mass 667.578 g/mol. Number 4: calculated total energy -6556.1927 Eh, molar mass 688.542 g/mol.